[1]
Here is a 13-piece molecular cluster, C39H91N13O13 overall in a non-equilibrium geometry from the Open Molecules 2025 dataset. Energies are from ωB97M-V/def2-TZVPD.

Gap between HOMO and LUMO ... 8.50 eV
HOMO energy ... -8.515 eV
Total energy ... -87903.0647 eV

Geometry (Å):
C -5.745 -1.698 -3.957
O -6.460 -2.103 -4.798
N -4.992 -2.525 -3.163
C -5.183 -4.021 -3.332
C -4.090 -1.997 -2.158
H -5.514 -0.632 -3.811
H -6.103 -4.236 -2.790
H -4.362 -4.564 -2.863
H -5.408 -4.237 -4.376
H -4.391 -2.147 -1.121
H -3.090 -2.428 -2.195
H -3.939 -0.930 -2.322
C 0.838 -4.186 -3.918
O 0.525 -4.763 -4.973
N 2.116 -3.752 -3.716
C 2.391 -2.949 -2.477
C 3.220 -4.139 -4.619
H -0.015 -3.886 -3.289
H 1.788 -3.178 -1.598
H 2.300 -1.883 -2.685
H 3.434 -3.170 -2.253
H 3.491 -3.170 -5.038
H 4.002 -4.666 -4.073
H 3.042 -4.834 -5.440
C -1.082 -2.348 -7.140
O -0.338 -1.473 -7.556
N -1.646 -2.262 -5.908
C -2.589 -3.310 -5.550
C -1.481 -1.113 -5.045
H -1.315 -3.363 -7.498
H -3.615 -2.986 -5.375
H -2.379 -3.653 -4.537
H -2.650 -4.201 -6.175
H -2.205 -0.312 -5.198
H -1.360 -1.452 -4.016
H -0.470 -0.724 -5.169
C 2.206 3.194 0.830
O 1.004 3.367 0.852
N 3.070 3.911 1.547
C 4.373 4.140 0.992
C 2.596 4.983 2.456
H 2.696 2.545 0.088
H 4.826 3.254 0.546
H 5.098 4.369 1.773
H 4.406 4.934 0.245
H 3.452 5.387 2.998
H 2.421 5.823 1.785
H 1.797 4.660 3.123
C -4.454 3.865 2.723
O -3.872 2.801 2.949
N -3.808 4.966 2.392
C -4.511 6.192 2.092
C -2.386 4.979 2.224
H -5.546 4.000 2.763
H -4.229 6.857 2.908
H -5.591 6.078 2.185
H -4.226 6.789 1.226
H -1.883 5.429 1.368
H -2.081 5.336 3.208
H -1.952 3.979 2.241
C 4.911 -1.994 5.522
O 5.380 -2.265 6.637
N 4.515 -2.873 4.614
C 3.333 -2.583 3.719
C 4.923 -4.256 4.767
H 4.811 -1.001 5.058
H 3.485 -3.254 2.872
H 3.289 -1.625 3.201
H 2.348 -2.896 4.063
H 5.794 -4.363 5.413
H 4.093 -4.776 5.245
H 5.259 -4.774 3.869
C 5.448 -1.104 -1.940
O 6.078 -1.901 -2.617
N 4.859 -1.405 -0.752
C 4.327 -0.289 0.047
C 5.046 -2.667 0.013
H 5.235 -0.045 -2.150
H 3.410 -0.662 0.504
H 4.006 0.677 -0.342
H 4.995 -0.157 0.898
H 4.110 -3.182 0.230
H 5.583 -3.347 -0.648
H 5.677 -2.420 0.866
C -5.324 -1.073 2.630
O -5.241 -1.425 1.434
N -4.335 -1.056 3.545
C -2.984 -1.365 3.198
C -4.552 -0.663 4.918
H -6.247 -0.580 2.973
H -2.738 -0.878 2.255
H -2.727 -2.411 3.027
H -2.260 -0.919 3.879
H -4.702 -1.640 5.376
H -3.726 -0.028 5.239
H -5.496 -0.187 5.183
C -0.982 1.586 4.812
O -0.298 0.602 4.596
N -0.493 2.727 5.378
C -1.448 3.724 5.779
C 0.972 3.099 5.526
H -2.071 1.547 4.656
H -2.498 3.518 5.569
H -1.187 4.720 5.419
H -1.308 3.775 6.858
H 1.347 2.953 6.539
H 1.606 2.519 4.855
H 1.013 4.186 5.463
C 4.124 1.418 -3.874
O 4.230 2.239 -2.950
N 2.952 1.046 -4.519
C 2.966 0.443 -5.806
C 1.586 1.326 -3.967
H 5.016 1.089 -4.430
H 2.210 -0.334 -5.914
H 3.920 0.020 -6.122
H 2.704 1.238 -6.504
H 1.155 0.402 -3.581
H 1.475 2.077 -3.184
H 0.958 1.591 -4.817
C 0.336 -0.608 1.370
O 0.986 -1.680 1.341
N -0.520 -0.327 0.352
C -1.248 0.989 0.382
C -0.395 -1.141 -0.883
H 0.391 0.192 2.124
H -2.272 1.084 0.021
H -0.617 1.734 -0.104
H -1.355 1.364 1.400
H 0.017 -2.143 -0.761
H -1.357 -1.222 -1.388
H 0.279 -0.598 -1.546
C -1.134 -4.092 0.401
O -1.943 -4.060 -0.535
N -0.596 -5.246 0.862
C 0.449 -5.286 1.763
C -1.035 -6.584 0.443
H -0.605 -3.277 0.919
H 0.778 -4.295 2.075
H 1.292 -5.740 1.242
H 0.378 -5.863 2.685
H -1.344 -6.563 -0.603
H -0.193 -7.266 0.558
H -1.756 -7.030 1.128
C -1.478 4.906 -1.284
O -2.422 4.369 -1.991
N -1.352 6.225 -1.070
C -0.292 6.843 -0.206
C -2.504 7.071 -1.331
H -0.686 4.350 -0.760
H -0.632 7.429 0.647
H 0.113 7.623 -0.851
H 0.603 6.267 0.029
H -2.312 7.869 -2.048
H -3.315 6.628 -1.909
H -2.919 7.407 -0.381

=====

[2]
Here is a 5-piece molecular cluster, C39H91N5O10PS overall in a non-equilibrium geometry from the Open Molecules 2025 dataset. Energies are from ωB97M-V/def2-TZVPD.

Charge ... +1
Gap between HOMO and LUMO ... 7.45 eV
HOMO energy ... -10.271 eV
Total energy ... -89959.5665 eV

Geometry (Å):
C 0.143 -8.821 -4.664
C 0.320 -7.318 -4.936
C -1.027 -6.612 -5.129
C -1.622 -6.073 -3.811
C -2.513 -4.846 -4.029
C -2.792 -4.080 -2.728
C -1.854 -2.883 -2.548
C -2.252 -1.682 -3.427
C -2.138 -0.311 -2.767
C -2.889 -0.138 -1.449
C -2.327 1.067 -0.672
C -1.106 0.660 0.177
P -1.457 0.368 1.921
C -0.287 -0.864 2.561
C 0.645 -0.411 3.708
C 2.040 -1.034 3.529
S 3.158 -0.585 4.838
O 4.252 -1.495 4.813
O 2.361 -0.457 6.017
O 3.734 0.825 4.418
C -1.492 1.896 2.880
C -0.465 2.967 2.461
O 0.527 3.055 3.468
C 1.751 3.580 3.117
O 2.285 4.328 3.869
C 2.392 3.123 1.832
C 2.170 4.121 0.683
C -3.087 -0.404 2.038
C -3.671 -0.376 3.469
C -4.171 -1.698 4.064
N -3.743 -2.959 3.566
O -4.908 -1.628 5.000
H 0.941 -9.196 -4.023
H -0.796 -9.019 -4.151
H 0.199 -9.397 -5.586
H 0.836 -6.893 -4.075
H 0.950 -7.166 -5.810
H -0.921 -5.774 -5.818
H -1.739 -7.314 -5.565
H -2.234 -6.852 -3.356
H -0.801 -5.807 -3.143
H -3.452 -5.178 -4.472
H -2.014 -4.175 -4.729
H -3.819 -3.706 -2.759
H -2.742 -4.746 -1.865
H -1.829 -2.622 -1.488
H -0.843 -3.195 -2.820
H -3.244 -1.828 -3.857
H -1.570 -1.668 -4.278
H -1.089 -0.022 -2.660
H -2.568 0.421 -3.456
H -3.953 0.007 -1.627
H -2.779 -1.017 -0.811
H -3.102 1.570 -0.093
H -1.981 1.801 -1.399
H -0.284 1.362 0.044
H -0.734 -0.299 -0.193
H -0.894 -1.691 2.931
H 0.283 -1.260 1.721
H 0.760 0.672 3.754
H 0.254 -0.751 4.662
H 1.970 -2.115 3.644
H 2.449 -0.812 2.545
H 3.068 1.401 4.020
H -2.494 2.305 2.741
H -1.375 1.693 3.943
H -0.984 3.921 2.371
H -0.032 2.744 1.490
H 3.460 3.063 2.026
H 2.029 2.131 1.545
H 2.808 4.992 0.811
H 1.134 4.428 0.574
H 2.487 3.646 -0.245
H -3.772 0.097 1.360
H -2.943 -1.424 1.687
H -2.969 0.017 4.203
H -4.534 0.286 3.473
H -3.775 -3.048 2.561
H -2.851 -3.261 3.934
C 3.117 2.623 -5.837
C 1.742 2.117 -6.265
C 0.796 1.795 -5.102
O 1.078 0.597 -4.398
C 2.147 0.673 -3.477
N 1.917 0.985 -7.177
H 3.772 1.810 -5.526
H 3.605 3.119 -6.674
H 3.042 3.340 -5.017
H 1.262 2.922 -6.829
H -0.206 1.650 -5.513
H 0.739 2.638 -4.398
H 2.179 1.650 -2.983
H 3.110 0.476 -3.952
H 1.985 -0.102 -2.725
H 1.023 0.727 -7.584
H 2.195 0.173 -6.632
C -3.258 -14.263 -5.498
C -2.136 -14.039 -4.488
C -2.380 -12.877 -3.516
O -2.218 -11.583 -4.065
C -3.296 -11.114 -4.849
N -0.868 -13.905 -5.210
H -3.210 -13.555 -6.324
H -3.174 -15.259 -5.930
H -4.241 -14.179 -5.029
H -2.071 -14.940 -3.872
H -1.632 -12.943 -2.722
H -3.367 -12.963 -3.040
H -4.258 -11.444 -4.446
H -3.209 -11.431 -5.891
H -3.262 -10.024 -4.830
H -0.099 -13.895 -4.547
H -0.847 -12.984 -5.640
C 2.119 7.344 7.861
C 1.633 6.765 6.536
C 0.603 7.629 5.800
O -0.705 7.619 6.334
C -0.903 8.432 7.476
N 1.150 5.400 6.749
H 1.401 7.180 8.664
H 3.046 6.858 8.160
H 2.309 8.416 7.783
H 2.501 6.701 5.871
H 0.499 7.224 4.789
H 0.960 8.664 5.699
H -0.321 9.357 7.411
H -0.647 7.906 8.398
H -1.961 8.686 7.514
H 0.962 4.985 5.841
H 0.244 5.452 7.207
C 4.221 10.993 3.668
C 4.226 10.963 2.142
C 2.915 10.475 1.514
O 2.683 9.080 1.599
C 2.221 8.619 2.851
N 5.386 10.191 1.688
H 4.379 10.004 4.096
H 5.030 11.627 4.029
H 3.281 11.392 4.056
H 4.361 11.992 1.798
H 2.952 10.691 0.444
H 2.056 11.023 1.925
H 1.538 9.335 3.318
H 3.048 8.400 3.531
H 1.683 7.686 2.676
H 5.482 10.280 0.681
H 5.189 9.206 1.841